DFT (wB97M-V/def2-TZVPD) results for a 2-piece molecular cluster, C5H11O overall.

Structure (XYZ):
```
17
C5H11O (wB97M-V/def2-TZVPD)
H -0.8853 -0.5248 1.7057
C 0.2266 0.3779 0.8956
C -0.6967 1.1046 -0.0995
C -0.0909 0.7463 -1.4759
C 0.7383 -0.5325 -1.3260
C 1.0940 -0.6808 0.1759
H 0.6085 0.9507 1.7753
H -1.7773 0.7880 -0.0214
H -0.6549 2.1825 0.1499
H -0.8950 0.6295 -2.1950
H 0.5717 1.5673 -1.7680
H 0.1844 -1.4272 -1.6169
H 1.6682 -0.4555 -1.8861
H 2.1775 -0.4277 0.3465
H 0.9186 -1.6917 0.6078
H -2.0759 -1.4259 2.3531
O -1.1119 -1.1808 2.3790
```

Electronic energy = -272.2636 Eh
Net charge = 0
⟨S²⟩ = 0.7538
Gap between HOMO and LUMO (alpha / beta) = 0.332 / 0.406 Eh
Relative energy (zero: lowest compared OMol25 entry of this formula, charge and spin) = 39.0 kJ/mol
2S+1 = 2
HOMO (alpha / beta) = -0.2964 / -0.3986 hartree

DFT (wB97M-V/def2-TZVPD) results for an isolated ion of composition C5H11O and charge +1.

Structure (XYZ):
```
17
C5H11O (wB97M-V/def2-TZVPD)
C -1.0226 1.4380 -0.0513
C -1.0911 0.0460 0.5088
C -1.9306 -0.9869 -0.1666
C 2.2185 -0.6992 -0.1478
C 1.3872 0.6215 0.0641
O 0.0076 0.5548 -0.4586
H -1.6957 1.8372 -0.8534
H -0.6663 2.2835 0.4755
H -0.7453 -0.1546 1.5172
H -2.3315 -0.8075 -1.1412
H -2.8774 -1.1643 0.5112
H -1.4294 -1.9992 -0.3094
H 2.1084 -1.1441 -1.1257
H 1.9296 -1.4900 0.6785
H 3.2424 -0.5260 -0.1118
H 1.1532 0.7899 1.1003
H 1.7430 1.4008 -0.4900
```

Electronic energy = -271.9854 Eh
Net charge = +1
Gap between HOMO and LUMO = 0.512 Eh
Relative energy (zero: lowest compared OMol25 entry of this formula, charge and spin) = 111.1 kJ/mol
HOMO = -0.6128 hartree

DFT (wB97M-V/def2-TZVPD) results for an isolated ion of composition C5H11O and charge +1.

Structure (XYZ):
```
17
C5H11O (wB97M-V/def2-TZVPD)
C 1.0083 -1.9186 1.6015
C 0.7842 -0.6699 1.2983
C 0.5499 0.3396 -1.5569
C -1.2038 1.5505 -0.7688
C -0.4861 -0.1853 0.6258
O -0.1041 0.8267 -0.3081
H 2.0091 -2.0601 1.9959
H 0.2949 -2.7282 1.7849
H 1.6150 0.0963 1.4363
H 1.1445 1.0950 -1.8040
H 1.2059 -0.4589 -1.0913
H -0.2072 -0.0350 -2.2229
H -0.8997 2.3870 -1.4962
H -1.8723 0.8349 -1.3351
H -1.6811 1.9248 0.1522
H -0.9803 -1.1645 0.2697
H -1.1772 0.1656 1.4187
```

Electronic energy = -271.7944 Eh
Net charge = +1
⟨S²⟩ = 2.0054
Gap between HOMO and LUMO (alpha / beta) = 0.258 / 0.355 Eh
Relative energy (zero: lowest compared OMol25 entry of this formula, charge and spin) = 161.0 kJ/mol
2S+1 = 3
HOMO (alpha / beta) = -0.3622 / -0.6003 hartree